No. 1
Formula: C2H7O2P
Source: the Open Molecules 2025 dataset
Level of theory: wB97M-V/def2-TZVPD

```
! wB97M-V def2-TZVPD RIJCOSX def2/J DEFGRID3
* xyz 0 1
C -0.56164 -0.23468 -0.70357
C 0.00583 1.05769 -0.14918
O 1.18710 0.85623 0.62702
O 2.82655 -0.03037 1.98559
P 1.52563 -0.38717 1.49566
H 0.16847 -0.72728 -1.34319
H -0.82780 -0.90691 0.11212
H -1.45435 -0.03163 -1.29077
H -0.74011 1.56199 0.47252
H 0.30174 1.73286 -0.95880
H 1.43604 -1.52403 0.71528
H 0.49498 -0.52784 2.41908
*
```

These are the natural (NBO) partial charges, in e, on atoms 1 to 6: atom 1 (C): -0.645, atom 2 (C): -0.060, atom 3 (O): -0.809, atom 4 (O): -1.078, atom 5 (P): 1.844, atom 6 (H): 0.216

---

No. 2
Formula: C23H14F3N2O4S2
Source: the Open Molecules 2025 dataset
Level of theory: wB97M-V/def2-TZVPD

```
! wB97M-V def2-TZVPD RIJCOSX def2/J DEFGRID3
* xyz -1 1
C 2.15490 -1.34779 -3.66193
C 0.76820 -1.08944 -3.59562
C 0.24775 -0.00640 -2.86667
C 1.10691 0.84047 -2.12070
C 0.61910 1.64464 -1.02336
C -0.69673 1.63983 -0.36866
O -0.82842 2.08048 0.79910
C -1.94280 1.15841 -1.09111
C -2.45002 -0.05098 -0.60808
C -3.43920 -0.73025 -1.32601
C -3.95951 -0.14324 -2.48629
C -3.55583 1.13169 -2.89912
C -2.57873 1.81809 -2.16379
C 1.42765 2.73378 -0.67311
N 2.12564 3.65936 -0.48700
C 2.47633 0.82198 -2.62055
C 3.03352 -0.37161 -3.14259
H 2.55911 -2.26507 -4.10957
H 0.05960 -1.72247 -4.13914
H -0.80007 0.33218 -2.91747
H -1.99674 -0.49993 0.28460
H -3.74219 -1.73430 -1.01075
H -4.71833 -0.67215 -3.07303
H -3.92654 1.57749 -3.82752
H -2.21150 2.81043 -2.43438
H 3.01134 1.78124 -2.71527
H 4.12724 -0.54726 -3.24119
F -1.56318 0.52124 7.52900
C -0.94436 -0.11435 6.49011
F 0.40352 -0.10563 6.71802
F -1.37062 -1.39921 6.48193
S -1.26288 0.87551 4.89835
N -0.22585 0.16804 3.66347
C 0.90168 0.82815 3.10056
O 1.28000 1.92042 3.49633
C 1.42410 -0.06411 1.98425
C 0.54890 -1.09407 1.70270
C 0.73087 -1.89263 0.57133
C 1.93245 -1.83525 -0.12444
C 2.87605 -0.85891 0.20345
C 2.60147 0.06941 1.22235
S -0.74173 -1.29602 2.94450
O -0.46827 -2.41930 3.80083
O -2.05023 -1.11253 2.37265
H -0.08462 -2.53284 0.27064
H 2.09139 -2.56157 -0.92414
H 3.79527 -0.83496 -0.39815
H 3.25537 0.88942 1.51549
*
```

These are the natural (NBO) partial charges, in e, on atoms 1 to 6: atom 1 (C): -0.313, atom 2 (C): -0.229, atom 3 (C): -0.272, atom 4 (C): 0.061, atom 5 (C): -0.483, atom 6 (C): 0.536

---

No. 3
Formula: C30H91N7O12
Source: the Open Molecules 2025 dataset
Level of theory: wB97M-V/def2-TZVPD

```
! wB97M-V def2-TZVPD RIJCOSX def2/J DEFGRID3
* xyz 0 1
O 2.79303 2.03576 0.41312
H 2.61951 1.17917 0.80347
H 2.03224 2.20479 -0.14264
O -0.38228 0.65275 -3.26133
H -1.29531 0.41901 -3.09407
H -0.11864 0.08662 -3.98674
O 0.35895 3.13385 -3.44411
H 0.66516 3.29131 -2.55099
H 0.03038 2.23492 -3.43017
O -2.90612 -0.06620 -2.64492
H -3.06650 -0.99204 -2.82744
H -3.48144 0.13613 -1.90714
C 5.92497 -0.62731 -6.48216
C 5.30834 0.60728 -5.77983
C 4.87196 0.24678 -4.29743
O 4.03513 1.29113 -3.88671
C 3.48867 1.22012 -2.54268
N 6.27842 1.61326 -5.75745
H 6.00218 -0.58654 -7.56865
H 5.52778 -1.57035 -6.10664
H 6.92576 -0.72382 -6.06120
H 4.40836 0.91299 -6.31338
H 5.70277 0.17141 -3.59586
H 4.35727 -0.71184 -4.23223
H 4.28435 1.36076 -1.81108
H 2.87392 0.35171 -2.30596
H 2.80449 2.06694 -2.48905
H 6.01667 2.36996 -5.14184
H 7.06823 1.23031 -5.25780
C -1.52329 6.63016 2.89273
C -1.42738 6.47845 1.37393
C -2.22594 5.27830 0.82377
O -1.81067 4.95576 -0.49498
C -2.59370 3.86810 -1.14939
N -1.82442 7.70548 0.67932
H -1.42578 7.66621 3.21707
H -0.92320 5.89223 3.42511
H -2.55555 6.50237 3.21864
H -0.36337 6.28717 1.23466
H -3.27695 5.51220 0.99340
H -1.97273 4.37540 1.37942
H -3.55833 4.25902 -1.47308
H -2.81219 3.04963 -0.46349
H -2.12246 3.43317 -2.03079
H -1.58746 7.55510 -0.29091
H -1.03171 8.28393 0.91827
C -5.71956 2.65684 -3.54017
C -6.69817 1.78377 -2.76572
C -6.32519 1.50096 -1.26472
O -5.05961 0.96783 -1.10474
C -4.75484 0.49912 0.18092
N -8.04461 2.35776 -2.79281
H -4.70775 2.25179 -3.52408
H -5.59650 3.63291 -3.07085
H -5.93693 2.64423 -4.60819
H -6.70190 0.84036 -3.31166
H -7.16454 0.91932 -0.88356
H -6.36305 2.44443 -0.72016
H -3.78228 0.01323 0.25920
H -5.55804 -0.18613 0.45187
H -4.87301 1.33341 0.87236
H -8.53189 1.80056 -2.10565
H -7.97758 3.30562 -2.45053
C 6.83862 -2.99761 -3.60417
C 6.29783 -2.98425 -2.14140
C 4.95249 -2.31738 -1.88646
O 4.62127 -2.43966 -0.48115
C 3.30086 -1.97409 -0.24390
N 6.31028 -4.43581 -1.69738
H 6.18185 -3.56657 -4.26222
H 7.83649 -3.43406 -3.64732
H 6.91602 -1.96812 -3.95382
H 7.00402 -2.42382 -1.52876
H 4.17571 -2.84680 -2.43821
H 5.02596 -1.25110 -2.10037
H 3.00286 -2.08667 0.79851
H 2.52891 -2.45835 -0.84195
H 3.12574 -0.95302 -0.58280
H 5.81172 -4.32373 -0.82618
H 5.72491 -4.92125 -2.36206
C -1.96802 -2.51515 2.65019
C -2.29142 -3.63726 3.56249
C -1.91213 -3.50797 5.08333
O -2.15973 -4.68377 5.80244
C -1.31514 -5.76817 5.49461
N -3.69332 -3.97374 3.36985
H -2.25844 -1.59159 3.15099
H -2.37472 -2.49362 1.63914
H -0.88226 -2.44361 2.58606
H -1.76924 -4.50782 3.16557
H -2.61012 -2.88607 5.64382
H -0.89388 -3.13641 5.19830
H -1.40358 -6.48541 6.31060
H -0.24438 -5.56427 5.49172
H -1.55949 -6.18924 4.51937
H -3.86627 -4.86760 3.80714
H -3.82807 -4.21251 2.39777
C -0.74880 0.86182 5.25292
C -0.63224 2.29404 5.66040
C -0.20247 3.27035 4.52331
O 1.11543 2.98125 4.14079
C 1.61817 3.87033 3.14462
N -1.90014 2.76656 6.11402
H -1.38500 0.64184 4.39563
H -1.15929 0.27382 6.07380
H 0.25112 0.51999 4.98572
H 0.03781 2.38676 6.51511
H -0.16228 4.28116 4.92919
H -0.78399 3.05577 3.62670
H 2.60850 3.71931 2.71504
H 1.63401 4.84639 3.62956
H 1.02488 3.84660 2.23055
H -2.16618 1.89355 6.54665
H -2.53297 2.81958 5.32864
C 2.01634 -5.38971 0.70291
C 0.60462 -5.15715 1.03049
C -0.14864 -4.72417 -0.25575
O 0.17418 -3.36232 -0.62099
C -0.17996 -2.99963 -1.89707
N -0.12053 -6.29454 1.50418
H 2.64821 -5.45211 1.58889
H 2.44764 -4.54421 0.16700
H 2.13795 -6.27849 0.08374
H 0.48373 -4.44459 1.84644
H -1.23632 -4.79365 -0.24106
H 0.05971 -5.51318 -0.97836
H 0.34952 -3.67977 -2.56426
H 0.14022 -1.99634 -2.17813
H -1.23877 -3.22525 -2.02405
H 0.42556 -6.62086 2.28866
H 0.17360 -6.98916 0.83255
C -1.16503 0.74411 1.20320
C -0.51720 -0.24900 0.27556
O 0.46574 0.41425 -0.43390
H -1.84359 0.26901 1.91167
H -1.66449 1.58355 0.71949
H -0.45626 1.23207 1.87226
H -1.24277 -0.66529 -0.42327
H -0.01522 -1.03084 0.84550
H 0.16221 0.64713 -1.31437
*
```

These are the Löwdin partial charges, in e, on atoms 1 to 6: atom 1 (O): -0.045, atom 2 (H): 0.027, atom 3 (H): 0.012, atom 4 (O): -0.037, atom 5 (H): 0.003, atom 6 (H): 0.083

---

Energy above the lowest of the compared OMol25 structures with the same formula, charge and spin readings, ordered: 0.333; 1.850; 0.000 eV